(1)
{"formula": "C27H26Br2F10N5RuSbSe", "method": "ωB97M-V/def2-TZVPD", "mol_weight_g_mol": 1072.118, "energy_ev": -277587.3264, "fmax_ev_per_a": 0.594, "gap_ev": [6.380, 5.801], "multiplicity": 2, "charge": 1, "elements": ["Ru", "C", "N", "C", "C", "N", "C", "C", "F", "C", "F", "C", "F", "C", "F", "C", "F", "C", "C", "N", "C", "C", "F", "C", "F", "C", "F", "C", "F", "C", "F", "H", "H", "H", "H", "H", "H", "H", "H", "H", "H", "H", "Br", "C", "Br", "H", "H", "C", "Sb", "C", "C", "H", "H", "H", "H", "H", "H", "H", "H", "H", "Se", "N", "C", "C", "C", "C", "C", "C", "N", "H", "H", "H", "H"], "positions_angstrom": [[0.47711, -0.15741, -0.03413], [2.44396, -1.22169, -2.05329], [1.57047, -1.62958, -0.93247], [2.39083, -2.24639, 0.14385], [3.01408, -1.14419, 0.96243], [1.93969, -0.25023, 1.40889], [2.19001, 0.34189, 2.65338], [3.39277, 0.99671, 2.95077], [4.35105, 1.07075, 2.01267], [3.64560, 1.60076, 4.16922], [4.80029, 2.22463, 4.37158], [2.68808, 1.57528, 5.16736], [2.91444, 2.16182, 6.33379], [1.49952, 0.90750, 4.93264], [0.58226, 0.81651, 5.89094], [1.28380, 0.29248, 3.71398], [0.17121, -0.45229, 3.59973], [0.50010, -2.53807, -1.41729], [-0.52468, -1.75923, -2.23385], [-0.80045, -0.48970, -1.54920], [-1.81236, 0.33110, -1.96901], [-1.99277, 1.56865, -1.32454], [-1.20633, 1.86523, -0.25205], [-2.93269, 2.50511, -1.68768], [-3.03059, 3.64484, -1.01131], [-3.78067, 2.24480, -2.75150], [-4.69970, 3.12960, -3.11831], [-3.64997, 1.03913, -3.41629], [-4.44932, 0.76340, -4.43912], [-2.69628, 0.10973, -3.03431], [-2.63729, -1.02633, -3.74902], [2.89990, -2.11532, -2.48439], [3.22159, -0.55299, -1.69694], [1.86361, -0.71221, -2.81510], [3.14074, -2.90614, -0.30196], [1.71573, -2.83098, 0.76225], [3.77849, -0.61849, 0.37945], [3.53106, -1.59026, 1.81731], [0.01696, -2.93140, -0.52422], [0.92638, -3.38317, -1.96576], [-1.41904, -2.38314, -2.29839], [-0.18302, -1.60385, -3.26493], [-2.35978, -4.32451, 0.32847], [-1.63656, -5.26099, 1.85055], [0.13085, -4.67327, 2.32870], [-1.58819, -6.31173, 1.59926], [-2.28884, -5.07387, 2.69332], [-1.99076, 1.29032, 2.62472], [-1.81654, -0.60423, 1.65630], [-2.28189, -1.89713, 3.28478], [-3.75377, -0.71295, 0.76347], [-2.14586, 1.11679, 3.68778], [-2.83733, 1.83576, 2.21152], [-1.08756, 1.88180, 2.48568], [-2.78394, -1.31008, 4.05234], [-1.38903, -2.35642, 3.70011], [-2.96369, -2.66391, 2.91890], [-4.47826, -0.47573, 1.54246], [-3.93008, -1.72649, 0.40926], [-3.87445, -0.01512, -0.06115], [2.31101, 2.45406, 0.16347], [1.48722, 1.35589, -1.00655], [1.34800, 2.00527, -2.16057], [0.75707, 1.52331, -3.36840], [0.71515, 2.34571, -4.44602], [1.23754, 3.68004, -4.42044], [1.80831, 4.18077, -3.30351], [1.87761, 3.35596, -2.13619], [2.39719, 3.75764, -0.99568], [0.34940, 0.52874, -3.41933], [0.26829, 1.98293, -5.36281], [1.16964, 4.28365, -5.31489], [2.21466, 5.18093, -3.25073]], "atomic_forces_ev_per_a": [[-0.30, 0.51, -0.05], [-0.02, 0.01, -0.01], [-0.26, -0.18, 0.23], [0.00, -0.10, -0.17], [0.10, -0.03, 0.09], [-0.14, 0.15, -0.11], [-0.03, 0.07, 0.01], [-0.06, 0.00, 0.00], [0.02, 0.02, 0.01], [0.04, 0.01, -0.02], [-0.01, 0.00, 0.00], [-0.03, -0.02, 0.01], [0.00, 0.00, 0.01], [0.04, 0.02, 0.02], [0.00, 0.00, 0.00], [0.04, -0.04, -0.10], [0.05, 0.04, 0.06], [-0.04, 0.06, 0.11], [-0.06, -0.04, 0.02], [0.38, -0.23, 0.24], [-0.02, 0.19, 0.09], [0.00, -0.17, -0.03], [0.07, 0.00, 0.05], [-0.05, 0.02, -0.01], [0.00, 0.00, 0.00], [0.01, 0.02, 0.01], [0.01, -0.01, 0.00], [-0.02, -0.03, -0.01], [0.00, 0.00, -0.01], [0.01, 0.03, -0.01], [-0.02, 0.01, -0.03], [0.01, 0.00, 0.00], [0.00, 0.00, -0.01], [0.05, -0.04, 0.02], [-0.01, -0.03, 0.03], [-0.03, -0.06, 0.07], [0.00, 0.01, 0.01], [0.01, -0.01, -0.03], [-0.03, -0.04, 0.02], [0.00, 0.07, -0.12], [0.01, 0.01, -0.04], [0.01, 0.00, 0.03], [-0.02, -0.02, -0.02], [-0.02, 0.01, 0.02], [0.02, 0.00, -0.01], [0.01, 0.00, 0.00], [0.00, -0.01, 0.00], [-0.02, 0.00, -0.03], [0.10, -0.40, -0.09], [0.03, -0.05, -0.05], [0.08, 0.04, 0.00], [-0.01, 0.03, 0.01], [0.00, 0.01, 0.00], [0.00, 0.00, 0.01], [0.00, 0.00, 0.00], [-0.03, 0.02, -0.02], [0.00, 0.01, 0.01], [-0.01, -0.01, -0.01], [-0.01, 0.00, -0.01], [0.03, 0.03, -0.02], [-0.01, -0.05, 0.13], [0.11, 0.12, -0.17], [0.05, 0.04, -0.01], [0.01, 0.08, -0.03], [-0.02, -0.05, 0.02], [0.02, 0.04, 0.00], [-0.02, 0.01, -0.01], [-0.09, -0.13, -0.04], [0.11, 0.06, -0.03], [-0.04, -0.02, 0.01], [0.01, 0.01, -0.01], [0.00, 0.00, 0.00], [0.00, 0.00, -0.01]]}

---

(2)
{"formula": "C27H26F2N4O2S", "method": "ωB97M-V/def2-TZVPD", "mol_weight_g_mol": 508.594, "smiles": "O=C1Nc2cc(C(=O)N3CCN(c4ccccc4F)CC3)ccc2N[C@H]1CSCc1ccccc1F", "energy_ev": -54748.1235, "fmax_ev_per_a": 0.598, "gap_ev": 8.395, "charge": 0, "elements": ["O", "C", "N", "C", "C", "C", "C", "C", "C", "N", "H", "C", "C", "H", "H", "S", "C", "C", "C", "C", "C", "C", "C", "H", "H", "H", "H", "F", "H", "H", "H", "H", "H", "C", "O", "N", "C", "H", "C", "N", "C", "C", "C", "C", "C", "C", "H", "H", "H", "H", "F", "C", "H", "C", "H", "H", "H", "H", "H", "H", "H", "H"], "positions_angstrom": [[3.90762, 2.49179, 1.28600], [3.10561, 1.62845, 0.99998], [1.89196, 1.89883, 0.47691], [0.92780, 0.93980, 0.15540], [-0.21582, 1.27992, -0.53933], [-1.18393, 0.31899, -0.82009], [-0.96779, -0.99637, -0.42304], [0.18199, -1.34398, 0.26044], [1.14231, -0.38530, 0.56709], [2.25905, -0.66790, 1.32032], [2.46456, -1.65278, 1.43126], [3.43728, 0.14419, 1.14210], [4.24555, -0.26403, -0.10276], [3.58048, -0.36898, -0.96074], [5.01902, 0.46952, -0.33146], [5.03955, -1.88610, 0.11284], [6.46148, -1.42236, 1.18594], [7.35668, -0.44394, 0.50871], [8.32949, -0.87206, -0.39029], [9.14540, 0.00892, -1.07228], [8.98800, 1.36842, -0.86245], [8.03222, 1.82426, 0.02884], [7.22531, 0.92734, 0.70809], [6.48787, 1.29949, 1.40470], [7.90657, 2.88230, 0.19790], [9.61521, 2.06767, -1.39346], [9.88615, -0.37674, -1.75470], [8.49480, -2.19648, -0.59485], [6.96528, -2.37037, 1.36893], [6.06435, -1.02648, 2.11982], [4.06840, 0.03532, 2.03224], [0.34897, -2.36779, 0.56009], [-1.68294, -1.76289, -0.67702], [-2.35339, 0.73468, -1.64531], [-2.20956, 1.40264, -2.65564], [-3.58222, 0.32771, -1.24225], [-3.90968, -0.26181, 0.03561], [-3.11784, -0.04333, 0.75493], [-5.23617, 0.30210, 0.54542], [-6.30185, -0.03286, -0.37516], [-7.57325, -0.33792, 0.03983], [-8.12051, 0.14677, 1.23748], [-9.39911, -0.15556, 1.65218], [-10.21034, -0.95353, 0.86427], [-9.71250, -1.43391, -0.33378], [-8.42468, -1.13848, -0.73536], [-8.06291, -1.54881, -1.66394], [-10.32976, -2.05616, -0.96422], [-11.21360, -1.18848, 1.18099], [-9.74914, 0.25623, 2.58585], [-7.39399, 0.97726, 2.03837], [-5.90709, -0.19942, -1.75603], [-5.63731, -1.24305, -1.97986], [-4.72121, 0.70439, -2.06005], [-4.99320, 1.75106, -1.87449], [-4.42586, 0.61986, -3.10875], [-6.74084, 0.08626, -2.40300], [-5.44176, -0.13697, 1.52332], [-5.14758, 1.38972, 0.67155], [-4.00176, -1.35244, -0.05559], [-0.36879, 2.29515, -0.87312], [1.67028, 2.87015, 0.29792]], "atomic_forces_ev_per_a": [[0.20, 0.05, 0.02], [0.21, -0.30, 0.34], [-0.40, 0.42, -0.12], [-0.18, -0.45, -0.10], [-0.04, -0.23, 0.03], [0.31, -0.03, 0.05], [-0.04, 0.20, -0.08], [0.11, 0.12, -0.04], [-0.35, 0.19, -0.17], [0.00, -0.18, 0.38], [0.02, 0.10, -0.01], [0.42, 0.12, -0.19], [0.30, -0.33, 0.25], [0.00, 0.06, -0.04], [-0.11, 0.03, -0.08], [-0.01, 0.08, -0.03], [-0.48, -0.11, -0.25], [0.20, -0.07, -0.07], [0.01, 0.28, 0.06], [-0.06, -0.23, 0.02], [-0.04, 0.00, 0.04], [-0.02, 0.15, 0.00], [0.19, -0.11, -0.03], [-0.12, 0.02, 0.07], [0.00, 0.11, 0.01], [0.06, 0.06, -0.05], [0.07, -0.06, -0.07], [-0.08, 0.07, 0.04], [-0.03, 0.05, 0.11], [0.17, -0.02, 0.05], [-0.13, 0.19, -0.18], [0.03, -0.13, 0.03], [-0.11, -0.08, 0.00], [-0.01, -0.10, 0.02], [0.09, 0.24, -0.12], [-0.16, -0.02, -0.10], [-0.13, -0.12, 0.44], [-0.14, -0.06, -0.05], [0.34, 0.03, 0.25], [0.15, 0.18, -0.07], [-0.26, -0.04, 0.17], [-0.13, -0.03, 0.13], [0.16, 0.01, -0.05], [-0.02, -0.03, -0.04], [-0.15, -0.02, 0.04], [0.11, 0.06, 0.04], [0.08, -0.03, -0.09], [-0.05, -0.06, -0.06], [-0.10, -0.02, 0.03], [0.00, 0.06, 0.10], [-0.04, -0.07, -0.22], [0.05, 0.03, -0.12], [-0.07, 0.05, -0.10], [-0.09, 0.02, -0.37], [0.00, -0.07, -0.08], [-0.12, 0.04, 0.12], [0.09, -0.06, 0.00], [0.05, 0.07, -0.11], [0.06, -0.12, 0.10], [0.03, 0.07, 0.11], [0.00, 0.13, -0.08], [0.16, -0.09, 0.08]]}